Computed, not measured: an isolated molecule of C4H7NO, with ωB97M-V/def2-TZVPD.

- HOMO: -0.363 Ha
- Energy: -7797.488 eV
- Relative energy (zero: lowest compared OMol25 entry of this formula, charge and spin): 49.7 kcal/mol
- Spin multiplicity: 1
- SMILES string: CC(=O)[C@H]1CN1
- E_LUMO: 0.03615 Ha

Each line ends with the natural charge from an NBO analysis.
CARTESIAN COORDINATES (ANGSTROEM)
C1 -1.67 0.98 0.15  -0.72
C2 -0.79 -0.25 0.19  0.58
O1 -1.02 -1.13 1.00  -0.54
C3 0.45 -0.43 -0.68  -0.23
C4 1.72 0.02 -0.08  -0.24
N1 1.43 -1.39 -0.20  -0.57
H1 -1.10 1.92 0.09  0.23
H2 -2.29 1.00 1.06  0.24
H3 -2.35 0.95 -0.71  0.24
H4 0.40 -0.72 -1.72  0.24
H5 1.66 0.42 0.93  0.20
H6 2.52 0.44 -0.68  0.21
H7 1.04 -1.79 0.64  0.37

=====

Computed, not measured: a 2-piece molecular cluster, C4H7NO overall, with ωB97M-V/def2-TZVPD.

- HOMO: -0.310 Ha
- Energy: -7796.083 eV
- Relative energy (zero: lowest compared OMol25 entry of this formula, charge and spin): 82.1 kcal/mol
- Spin multiplicity: 1
- SMILES string: N=C=CCC=O.[H][H]
- E_LUMO: 0.03871 Ha

Each line ends with the natural charge from an NBO analysis.
CARTESIAN COORDINATES (ANGSTROEM)
N1 2.60 -0.12 0.17  -0.66
C1 1.42 -0.41 0.25  0.50
C2 0.24 -1.02 0.28  -0.49
C3 -0.91 -0.60 -0.58  -0.52
C4 -0.70 0.86 -0.93  0.45
O1 0.35 1.41 -0.73  -0.52
H1 2.96 0.76 0.53  0.39
H2 0.22 -1.92 0.88  0.26
H3 -0.69 0.55 1.72  0.01
H4 -1.90 -0.79 -0.14  0.24
H5 -0.90 -1.11 -1.56  0.24
H6 -1.21 1.08 1.70  -0.03
H7 -1.50 1.41 -1.45  0.13

=====

Computed, not measured: C4H7NO as an isolated structure, with ωB97M-V/def2-TZVPD.

- HOMO: -0.289 Ha
- Energy: -7794.202 eV
- Relative energy (zero: lowest compared OMol25 entry of this formula, charge and spin): 125.5 kcal/mol
- Spin multiplicity: 1
- E_LUMO: 0.02683 Ha

Each line ends with the natural charge from an NBO analysis.
CARTESIAN COORDINATES (ANGSTROEM)
O1 -2.73 -0.77 1.41  -0.61
C1 -1.89 -0.34 0.62  0.33
C2 -0.67 0.31 0.96  -0.48
N1 0.27 0.61 -0.18  -0.50
C3 0.69 -0.36 -1.18  -0.22
C4 1.65 0.18 -0.18  -0.22
H1 -2.07 -0.41 -0.48  0.08
H2 -0.18 0.20 1.93  0.22
H3 -0.41 1.46 0.16  0.51
H4 0.73 0.00 -2.21  0.22
H5 0.30 -1.36 -1.03  0.22
H6 1.93 -0.46 0.66  0.22
H7 2.38 0.93 -0.48  0.22

=====

Computed, not measured: an isolated molecule of C4H7NO, with ωB97M-V/def2-TZVPD.

- HOMO: -0.332 Ha
- Energy: -7796.704 eV
- Relative energy (zero: lowest compared OMol25 entry of this formula, charge and spin): 67.8 kcal/mol
- Spin multiplicity: 1
- SMILES string: O/C=N/C1CC1
- E_LUMO: 0.04102 Ha

Each line ends with the natural charge from an NBO analysis.
CARTESIAN COORDINATES (ANGSTROEM)
C1 0.46 0.64 -0.29  -0.06
C2 1.37 -0.64 -0.46  -0.44
C3 1.56 0.33 0.71  -0.41
C4 -1.76 -0.33 0.17  0.42
N1 -0.91 0.51 -0.19  -0.53
O1 -3.07 -0.16 0.06  -0.66
H1 0.58 1.53 -0.93  0.20
H2 0.87 -1.61 -0.38  0.22
H3 2.12 -0.77 -1.34  0.22
H4 1.32 0.06 1.72  0.22
H5 2.26 1.05 0.54  0.22
H6 -1.70 -1.26 0.81  0.13
H7 -3.10 0.64 -0.41  0.48

=====

Computed, not measured: a 2-piece molecular cluster, C4H7NO overall, with ωB97M-V/def2-TZVPD.

- HOMO: -0.337 Ha
- Energy: -7794.197 eV
- Relative energy (zero: lowest compared OMol25 entry of this formula, charge and spin): 125.6 kcal/mol
- Spin multiplicity: 1
- SMILES string: O=NC1=CCC1.[H][H]
- E_LUMO: -0.02724 Ha

Each line ends with the natural charge from an NBO analysis.
CARTESIAN COORDINATES (ANGSTROEM)
O1 2.49 -0.10 -0.58  -0.28
N1 1.81 0.87 -0.29  0.12
C1 0.43 0.57 -0.17  0.01
C2 -0.31 -0.53 -0.38  -0.09
C3 -1.59 0.17 0.01  -0.42
C4 -0.73 1.45 0.25  -0.42
H1 2.04 -2.30 0.31  0.01
H2 -0.09 -1.54 -0.72  0.22
H3 1.79 -2.92 0.62  -0.02
H4 -2.34 0.26 -0.79  0.22
H5 -2.08 -0.23 0.91  0.22
H6 -0.95 2.28 -0.43  0.22
H7 -0.71 1.81 1.28  0.22

=====

Computed, not measured: a 2-piece molecular cluster, C4H7NO overall, with ωB97M-V/def2-TZVPD.

- HOMO: -0.308 Ha
- Energy: -7795.877 eV
- Relative energy (zero: lowest compared OMol25 entry of this formula, charge and spin): 86.9 kcal/mol
- Spin multiplicity: 1
- E_LUMO: 0.03911 Ha

Each line ends with the natural charge from an NBO analysis.
CARTESIAN COORDINATES (ANGSTROEM)
C1 1.61 1.32 -0.17  -0.73
C2 0.92 0.22 -0.92  0.45
C3 -1.37 -1.82 0.13  -0.24
N1 -1.46 -0.73 0.77  -0.29
C4 -1.37 0.35 1.35  -0.05
O1 0.05 0.37 -1.74  -0.54
H1 2.68 1.32 -0.41  0.23
H2 1.17 2.29 -0.43  0.23
H3 1.50 1.14 0.90  0.25
H4 1.25 -0.81 -0.64  0.10
H5 -1.19 -1.78 -0.94  0.22
H6 -1.48 -2.76 0.66  0.20
H7 -2.31 0.90 1.46  0.18

=====

Computed, not measured: a 2-piece molecular cluster, C4H7NO overall, with ωB97M-V/def2-TZVPD.

- HOMO: -0.383 Ha
- Energy: -7798.291 eV
- Relative energy (zero: lowest compared OMol25 entry of this formula, charge and spin): 31.2 kcal/mol
- Spin multiplicity: 1
- SMILES string: CC(C)=O.C#N
- E_LUMO: 0.02608 Ha

Each line ends with the natural charge from an NBO analysis.
CARTESIAN COORDINATES (ANGSTROEM)
C1 1.89 0.74 0.02  -0.72
C2 0.44 0.34 -0.15  0.63
C3 0.19 -1.15 -0.05  -0.73
N1 -3.86 -0.42 0.37  -0.35
C4 -3.08 0.40 0.16  0.06
O1 -0.40 1.18 -0.41  -0.57
H1 1.95 1.83 -0.11  0.24
H2 2.26 0.43 1.01  0.24
H3 2.48 0.23 -0.75  0.23
H4 0.86 -1.69 -0.73  0.24
H5 -0.84 -1.43 -0.26  0.25
H6 0.45 -1.53 0.95  0.24
H7 -2.25 1.05 -0.09  0.26

=====

Computed, not measured: an isolated molecule of C4H7NO, with ωB97M-V/def2-TZVPD.

- HOMO (alpha / beta): -0.284 / -0.284 Ha
- Energy: -7796.428 eV
- Relative energy (zero: lowest compared OMol25 entry of this formula, charge and spin): 74.2 kcal/mol
- Spin multiplicity: 1
- E_LUMO (alpha / beta): 0.00189 / 0.00196 Ha

Each line ends with the natural charge from an NBO analysis.
CARTESIAN COORDINATES (ANGSTROEM)
C1 1.72 0.39 -0.13  -0.41
N1 0.27 0.15 -0.08  -0.24
C2 -0.50 1.23 -0.16  -0.27
C3 -0.27 -1.03 0.29  -0.22
C4 -1.69 -1.19 0.09  0.33
O1 -2.43 -1.97 0.66  -0.57
H1 1.90 1.34 -0.63  0.22
H2 2.27 -0.42 -0.60  0.21
H3 2.03 0.50 0.91  0.22
H4 -1.34 1.31 0.50  0.21
H5 -0.23 2.01 -0.87  0.19
H6 0.34 -1.81 0.72  0.21
H7 -2.08 -0.51 -0.71  0.11

=====

Computed, not measured: an isolated molecule of C4H7NO, with ωB97M-V/def2-TZVPD.

- HOMO: -0.365 Ha
- Energy: -7797.817 eV
- Relative energy (zero: lowest compared OMol25 entry of this formula, charge and spin): 42.1 kcal/mol
- Spin multiplicity: 1
- SMILES string: C[C@@]1(C=O)CN1
- E_LUMO: 0.03323 Ha

Each line ends with the natural charge from an NBO analysis.
CARTESIAN COORDINATES (ANGSTROEM)
C1 -0.63 -0.55 1.29  -0.61
C2 -0.10 -0.01 -0.01  -0.07
C3 1.23 -0.43 -0.55  -0.22
N1 0.01 -0.94 -1.13  -0.56
C4 -0.46 1.40 -0.38  0.43
O1 -0.42 1.81 -1.52  -0.54
H1 -1.65 -0.93 1.16  0.22
H2 -0.01 -1.37 1.65  0.22
H3 -0.65 0.23 2.06  0.21
H4 1.81 0.30 -1.11  0.21
H5 1.81 -1.14 0.04  0.20
H6 -0.20 -0.43 -1.99  0.37
H7 -0.74 2.06 0.47  0.12

=====

Computed, not measured: a 2-piece molecular cluster, C4H7NO overall, with ωB97M-V/def2-TZVPD.

- HOMO (alpha / beta): -0.279 / -0.279 Ha
- Energy: -7793.732 eV
- Relative energy (zero: lowest compared OMol25 entry of this formula, charge and spin): 136.4 kcal/mol
- Spin multiplicity: 1
- SMILES string: C=C=C=N.CO
- E_LUMO (alpha / beta): -0.00306 / -0.00305 Ha

Each line ends with the natural charge from an NBO analysis.
CARTESIAN COORDINATES (ANGSTROEM)
C1 -1.52 -1.32 0.03  -0.26
C2 0.53 0.87 0.16  -0.09
C3 1.82 0.53 0.09  0.21
C4 -0.33 1.87 0.07  -0.36
O1 -0.28 -1.02 0.68  -0.70
N1 2.82 0.28 -0.62  -0.59
H1 3.31 -0.58 -0.39  0.35
H2 0.55 -1.11 0.16  0.50
H3 -2.25 -0.56 0.34  0.18
H4 -1.87 -2.28 0.40  0.18
H5 -1.42 -1.32 -1.06  0.18
H6 -1.33 1.83 0.49  0.19
H7 -0.02 2.82 -0.35  0.21

=====

Computed, not measured: a 3-piece molecular cluster, C4H7NO overall, with ωB97M-V/def2-TZVPD.

- HOMO: -0.382 Ha
- Energy: -7795.431 eV
- Relative energy (zero: lowest compared OMol25 entry of this formula, charge and spin): 97.2 kcal/mol
- Spin multiplicity: 1
- SMILES string: C=CC#N.[H][H].C=O
- E_LUMO: -0.00692 Ha

Each line ends with the natural charge from an NBO analysis.
CARTESIAN COORDINATES (ANGSTROEM)
O1 -1.01 -1.97 -0.09  -0.52
C1 -0.91 -1.16 -0.98  0.26
C2 -0.59 1.11 -0.02  -0.34
C3 0.53 0.99 0.69  -0.29
C4 1.80 0.86 0.01  0.24
N1 2.78 0.75 -0.59  -0.29
H1 0.16 -1.48 1.20  0.07
H2 -1.80 -0.63 -1.36  0.12
H3 0.05 -0.95 -1.50  0.13
H4 -1.56 1.13 0.47  0.22
H5 -0.55 1.27 -1.09  0.22
H6 0.56 -0.93 1.50  -0.07
H7 0.55 1.00 1.77  0.25

=====

Computed, not measured: a 2-piece molecular cluster, C4H7NO overall, with ωB97M-V/def2-TZVPD.

- HOMO: -0.300 Ha
- Energy: -7794.951 eV
- Relative energy (zero: lowest compared OMol25 entry of this formula, charge and spin): 108.2 kcal/mol
- Spin multiplicity: 1
- E_LUMO: 0.01495 Ha

Each line ends with the natural charge from an NBO analysis.
CARTESIAN COORDINATES (ANGSTROEM)
C1 -0.39 1.64 0.05  -0.65
C2 -0.24 0.22 -0.40  -0.29
C3 0.84 -0.49 0.03  0.14
O1 1.97 0.21 0.27  -0.66
C4 -1.77 -1.17 0.27  0.27
N1 -1.31 -2.20 -0.16  -0.77
H1 -1.41 1.99 -0.14  0.23
H2 -0.23 1.69 1.14  0.22
H3 0.32 2.29 -0.44  0.22
H4 -0.82 -0.07 -1.26  0.25
H5 -0.40 -2.32 -0.62  0.38
H6 0.85 -1.50 0.43  0.18
H7 2.58 -0.28 0.83  0.48

=====

Look up the spin multiplicity of the fifth one.
1

=====

Look up the energy of the eighth one.
-7796.428 eV

=====

What is the formula in the sixth record?
C4H7NO

=====

Copy entry 2 word for word.
Computed, not measured: a 2-piece molecular cluster, C4H7NO overall, with ωB97M-V/def2-TZVPD.

- HOMO: -0.310 Ha
- Energy: -7796.083 eV
- Relative energy (zero: lowest compared OMol25 entry of this formula, charge and spin): 82.1 kcal/mol
- Spin multiplicity: 1
- SMILES string: N=C=CCC=O.[H][H]
- E_LUMO: 0.03871 Ha

Each line ends with the natural charge from an NBO analysis.
CARTESIAN COORDINATES (ANGSTROEM)
N1 2.60 -0.12 0.17  -0.66
C1 1.42 -0.41 0.25  0.50
C2 0.24 -1.02 0.28  -0.49
C3 -0.91 -0.60 -0.58  -0.52
C4 -0.70 0.86 -0.93  0.45
O1 0.35 1.41 -0.73  -0.52
H1 2.96 0.76 0.53  0.39
H2 0.22 -1.92 0.88  0.26
H3 -0.69 0.55 1.72  0.01
H4 -1.90 -0.79 -0.14  0.24
H5 -0.90 -1.11 -1.56  0.24
H6 -1.21 1.08 1.70  -0.03
H7 -1.50 1.41 -1.45  0.13